No. 1
This record from OMol25 describes 2 unconnected molecules or ions with the total composition C3H13N4. The level of theory is ωB97M-V/def2-TZVPD.

```
20
Properties=species:S:1:pos:R:3:mulliken_charge:R:1
C 1.287 1.393 -1.621 -0.51
C -1.658 -2.121 1.753 -0.91
C 0.636 0.960 -0.399 0.47
N 0.407 0.909 -2.725 -0.61
N -0.417 -1.298 1.735 -0.70
N 0.139 -0.278 -0.483 -0.38
N 0.552 1.700 0.655 -0.26
H 2.248 0.732 -1.642 0.23
H 1.670 2.370 -1.819 0.44
H -2.517 -1.387 1.648 0.30
H -1.743 -2.584 2.639 0.40
H 0.646 1.341 -3.602 0.22
H 0.174 -0.697 -1.409 0.27
H -0.417 -0.725 2.631 0.30
H 0.177 1.313 1.457 0.14
H 0.408 -1.798 1.664 0.24
H -0.185 -0.628 0.458 0.59
H -1.687 -2.830 0.925 0.31
H 0.867 2.680 0.664 0.26
H -0.588 0.947 -2.529 0.21
```

E_LUMO ... -2.85 eV
Orbital gap ... 10.537 eV
Net charge ... +1

=====

No. 2
This record from OMol25 describes 2 unconnected molecules or ions with the total composition C3H13N4. The level of theory is ωB97M-V/def2-TZVPD.

```
20
Properties=species:S:1:pos:R:3:mulliken_charge:R:1
C 2.275 -1.131 -0.424 -1.46
C 1.617 1.664 -0.551 -0.92
C 0.685 -0.620 -0.234 0.79
N -0.298 -1.454 0.038 -0.26
N -2.721 -0.628 -0.206 -0.92
N 0.495 0.718 -0.252 0.47
N -0.767 1.204 -0.199 -0.85
H 2.116 -2.128 -0.249 0.42
H 3.030 -0.875 0.269 0.37
H 2.601 -1.100 -1.453 0.42
H 1.208 2.662 -0.748 0.29
H 2.085 1.808 0.501 0.36
H 2.314 1.145 -1.122 0.35
H 0.007 -2.430 0.069 0.24
H -1.270 -1.313 0.025 0.32
H -3.274 -1.575 -0.368 0.27
H -2.506 -0.126 -1.054 0.32
H -1.290 0.857 0.575 0.31
H -0.719 2.229 0.084 0.29
H -3.316 -0.082 0.324 0.19
```

E_LUMO ... -2.67 eV
Orbital gap ... 10.359 eV
Net charge ... +1

=====

No. 3
This record from OMol25 describes a molecular structure, C3H13NO2S. The level of theory is ωB97M-V/def2-TZVPD.

```
20
Properties=species:S:1:pos:R:3:mulliken_charge:R:1
C -0.179 1.731 -1.229 -1.30
C 0.636 0.721 -0.430 0.41
C 0.058 0.345 0.937 -0.60
S 1.123 -0.818 1.688 0.18
N 1.994 1.384 -0.280 -0.64
H 0.193 2.755 -1.206 0.44
H -1.232 1.801 -0.934 0.28
H -0.170 1.451 -2.282 0.25
H 0.695 -0.209 -0.988 0.34
H -0.123 1.227 1.557 0.37
H -0.973 -0.024 0.619 0.23
H -1.720 -2.804 1.331 0.10
H 2.687 0.802 -0.754 0.32
H 2.278 1.257 0.697 0.23
H -1.798 -0.979 -1.082 0.40
H -1.239 -1.998 -2.247 0.24
O -1.032 -1.710 -1.349 -0.64
H -1.207 -2.293 1.436 -0.13
H -3.537 -0.238 -0.781 0.21
O -2.602 -0.001 -0.844 -0.69
```

E_LUMO ... -5.11 eV
Orbital gap ... 3.973 eV
Net charge ... 0

=====

No. 4
This record from OMol25 describes 3 unconnected molecules or ions with the total composition C3H13NO2S. The level of theory is ωB97M-V/def2-TZVPD.

```
20
Properties=species:S:1:pos:R:3:mulliken_charge:R:1
C -0.240 1.935 1.551 -1.42
C -0.149 0.460 2.026 0.07
C 0.980 -0.193 1.231 -0.63
S 0.565 -1.960 1.311 0.10
N -0.011 0.401 3.439 -0.45
H 0.451 2.548 2.132 0.37
H 0.018 2.092 0.549 0.42
H -1.214 2.402 1.653 0.34
H -1.118 0.041 1.726 0.48
H 1.948 0.053 1.674 0.44
H 0.966 -0.019 0.167 0.42
H 1.512 -2.593 0.587 0.26
H 0.924 0.295 3.809 0.26
H -0.611 -0.249 3.917 0.30
H 0.524 -1.064 -2.768 0.30
H 1.404 -2.255 -2.884 0.32
O 1.054 -1.654 -2.215 -0.59
H -2.244 -0.697 -6.433 0.32
H -2.193 0.280 -5.293 0.30
O -2.566 0.177 -6.177 -0.62
```

Multiplicity ... 2
E_LUMO (spin up / spin down) ... -3.12 / -8.67 eV
<S²> ... 0.756
Orbital gap (spin up / spin down) ... 10.431 / 4.881 eV
Net charge ... +1

=====

No. 5
This record from OMol25 describes 3 unconnected molecules or ions with the total composition C3H13NO2S2. The level of theory is ωB97M-V/def2-TZVPD.

```
21
Properties=species:S:1:pos:R:3:mulliken_charge:R:1
C 0.033 1.472 -0.334 -1.42
C 1.007 0.287 -0.158 0.90
N 2.442 0.604 -0.196 -0.67
C 0.507 -0.444 1.105 -1.32
S -1.032 -1.437 1.243 0.02
S -0.552 -3.409 1.096 -0.24
H 0.425 2.175 -1.076 0.39
H -0.854 1.121 -0.878 0.33
H -0.356 1.928 0.572 0.33
H 0.907 -0.259 -1.100 0.11
H 2.556 1.540 -0.568 0.25
H 2.845 0.682 0.738 0.25
H 1.385 -0.959 1.516 0.53
H 0.294 0.279 1.898 0.41
H 0.720 -3.314 0.722 0.13
O -2.949 1.660 2.129 -0.62
H -2.346 1.285 1.459 0.27
H -3.208 0.746 2.389 0.35
O -0.316 -1.550 -3.370 -0.64
H -1.262 -1.585 -3.188 0.31
H -0.246 -0.821 -3.997 0.31
```

E_LUMO ... 0.48 eV
SMILES ... C[C@@H](N)CSS.O.O
Orbital gap ... 8.776 eV
Net charge ... 0

=====

No. 6
This record from OMol25 describes 3 unconnected molecules or ions with the total composition C3H13NO2S2. The level of theory is ωB97M-V/def2-TZVPD.

```
21
Properties=species:S:1:pos:R:3:mulliken_charge:R:1
C -3.471 0.363 1.390 -0.89
N -2.212 -0.067 0.783 -0.33
C -2.272 -1.361 0.054 -0.45
C -1.995 -1.209 -1.422 -0.72
S -0.188 -1.325 -1.845 -0.07
S 0.251 -3.203 -1.109 -0.22
H -4.011 0.853 0.577 0.28
H -3.341 1.060 2.213 0.34
H -4.240 -0.333 1.826 0.28
H -1.521 -0.111 1.523 0.26
H -1.632 -2.006 0.644 0.42
H -3.264 -1.824 0.112 0.26
H -2.338 -0.294 -1.886 0.34
H -2.473 -2.065 -1.922 0.34
H 0.931 -3.771 -2.133 0.16
O 4.331 2.756 3.060 -0.66
H 4.622 2.927 2.150 0.33
H 4.818 2.572 3.862 0.33
O 6.231 2.400 -2.766 -0.65
H 5.635 3.151 -2.629 0.33
H 6.140 1.486 -2.482 0.33
```

E_LUMO ... 0.49 eV
SMILES ... CNCCSS.O.O
Orbital gap ... 8.956 eV
Net charge ... 0

=====

No. 7
This record from OMol25 describes 3 unconnected molecules or ions with the total composition C3H13NO3. The level of theory is ωB97M-V/def2-TZVPD.

```
20
Properties=species:S:1:pos:R:3:mulliken_charge:R:1
C 2.368 0.450 -0.338 -1.00
N 0.961 0.318 0.120 -0.19
C 0.468 -1.038 -0.191 -0.96
C -0.464 -1.489 0.993 0.26
O -1.221 -2.612 0.620 -0.58
H 2.803 1.260 0.274 0.32
H 2.494 0.663 -1.393 0.31
H 2.957 -0.396 -0.243 0.38
H 0.185 1.009 -0.057 0.28
H 0.064 -1.108 -1.086 0.43
H 1.286 -1.721 -0.092 0.40
H 0.054 -1.617 1.942 0.27
H -1.185 -0.666 1.269 -0.19
H -1.158 -2.887 -0.455 0.36
O -2.195 1.562 0.615 -0.75
H -2.261 0.579 0.739 0.31
H -2.664 1.911 1.374 0.33
O -0.629 1.689 -1.545 -0.67
H -1.376 1.468 -0.917 0.39
H -0.487 2.624 -1.630 0.29
```

E_LUMO ... 0.51 eV
SMILES ... CNCCO.O.O
Orbital gap ... 8.531 eV
Net charge ... 0

=====

No. 8
This record from OMol25 describes 4 unconnected molecules or ions with the total composition C3H13NO3. The level of theory is ωB97M-V/def2-TZVPD.

```
20
Properties=species:S:1:pos:R:3:mulliken_charge:R:1
C 2.576 0.903 2.807 -0.99
C 1.327 0.429 2.708 0.82
C 0.159 1.151 3.297 -1.25
N 0.938 -0.567 1.789 -0.57
H 3.426 0.319 2.478 0.28
H 2.677 1.783 3.425 0.25
H 0.456 1.658 4.217 0.36
H -0.264 1.898 2.621 0.28
H -0.652 0.487 3.601 0.35
H 0.190 -0.278 1.179 0.23
H 1.696 -0.842 1.179 0.23
O 2.279 -1.162 -5.612 -0.63
H 2.411 -0.547 -4.883 0.31
H 1.735 -0.668 -6.233 0.32
O -1.178 -0.108 -4.471 -0.62
H -1.704 -0.749 -3.975 0.31
H -0.868 0.509 -3.798 0.31
O -5.407 -1.411 -0.311 -0.63
H -4.553 -1.771 -0.578 0.31
H -5.242 -1.036 0.559 0.32
```

E_LUMO ... -0.03 eV
SMILES ... C=C(C)N.O.O.O
Orbital gap ... 8.497 eV
Net charge ... 0

=====

No. 9
This record from OMol25 describes 4 unconnected molecules or ions with the total composition C3H13NO3. The level of theory is ωB97M-V/def2-TZVPD.

```
20
Properties=species:S:1:pos:R:3:mulliken_charge:R:1
C -2.109 0.911 -1.225 -0.82
C -1.919 -0.162 -0.465 0.01
N -0.849 -0.336 0.426 -0.08
C -0.798 -1.562 1.213 -1.03
H -1.518 1.814 -1.172 0.26
H -2.886 0.858 -1.979 0.25
H -2.501 -1.065 -0.626 0.25
H -0.637 0.479 0.982 0.19
H -1.253 -1.498 2.205 0.34
H -1.336 -2.348 0.685 0.38
H 0.231 -1.883 1.333 0.30
O 1.224 -1.416 -1.333 -0.73
H 1.227 -2.365 -1.167 0.30
H 0.323 -1.173 -1.053 0.40
O 0.844 1.739 1.574 -0.70
H 1.239 2.616 1.587 0.28
H 1.528 1.187 1.148 0.44
O 2.503 0.903 -0.252 -0.72
H 2.208 0.112 -0.743 0.36
H 2.119 1.659 -0.708 0.33
```

E_LUMO ... 0.73 eV
SMILES ... C=CNC.O.O.O
Orbital gap ... 9.004 eV
Net charge ... 0

=====

No. 10
This record from OMol25 describes 4 unconnected molecules or ions with the total composition C3H13NO3. The level of theory is ωB97M-V/def2-TZVPD.

```
20
Properties=species:S:1:pos:R:3:mulliken_charge:R:1
C 1.198 -0.773 -1.984 -0.98
C -0.193 -1.202 -1.478 -0.44
C -2.051 -0.114 -0.364 -0.20
N -0.856 0.005 -0.820 0.02
H 1.998 -1.028 -1.294 0.34
H 1.543 -0.945 -3.000 0.34
H 1.215 0.315 -1.863 0.23
H -0.105 -1.934 -0.587 0.44
H -0.903 -1.544 -2.211 0.45
H -2.906 -0.302 -1.034 0.33
H -2.279 -0.467 0.626 0.33
H 0.940 -0.989 0.991 0.24
H 0.351 -0.485 2.280 0.38
O 1.086 -1.027 1.939 -0.61
H 0.449 1.434 0.044 0.41
H 1.564 2.500 0.161 0.35
O 0.720 2.219 0.531 -0.64
H -0.477 1.848 2.019 0.34
H -0.455 1.337 3.454 0.32
O -0.838 1.150 2.589 -0.67
```

Multiplicity ... 2
E_LUMO (spin up / spin down) ... -7.37 / -7.99 eV
<S²> ... 0.763
Orbital gap (spin up / spin down) ... 7.272 / 6.646 eV
Net charge ... +1

=====

Calculated E (Ha), listed in the same order as above: -340.87330 -340.82007 -725.24522 -725.17208 -1123.65726 -1123.63576 -402.47911 -402.53371 -402.54970 -402.15306
Calculated relative energy (zero: lowest compared OMol25 entry of this formula, charge and spin) (eV), listed in the same order as above: 1.9095 3.3579 7.5149 0.3214 1.5524 2.1375 2.7572 1.2716 0.8365 3.6608